Record 1
{"formula": "C4H13NO2", "method": "ωB97M-V/def2-TZVPD", "symbols": ["O", "O", "N", "C", "C", "C", "C", "H", "H", "H", "H", "H", "H", "H", "H", "H", "H", "H", "H", "H"], "coordinates": [[1.421, 0.927, -0.256], [4.091, -0.780, 0.021], [-1.628, -0.580, -1.146], [0.663, -0.097, 1.812], [-2.723, 0.139, -1.759], [-1.001, 0.225, -0.100], [0.483, 0.005, 0.299], [3.205, -1.067, 0.349], [-0.867, -0.612, -1.820], [1.672, -0.374, 2.148], [4.274, -0.876, 0.986], [-1.602, 0.198, 0.814], [1.460, 1.724, 0.285], [0.878, -0.974, -0.060], [-0.112, -0.828, 2.134], [-0.982, 1.339, -0.324], [-3.635, -0.479, -1.810], [-3.162, 0.929, -1.122], [-2.727, 0.397, -2.831], [0.294, 0.786, 2.381]], "forces_ev_per_a": [[-0.46, 0.10, -0.26], [-1.39, -0.94, 2.86], [1.89, 0.68, -0.31], [-1.84, 0.00, 0.76], [-3.09, -0.42, -0.12], [0.31, 2.32, 1.10], [0.98, -1.33, 0.14], [-0.53, 0.31, -2.22], [-0.31, -0.51, -0.34], [-0.38, 0.08, -0.21], [2.04, 0.63, -0.66], [-0.09, -0.37, -0.05], [-0.14, -0.08, -0.01], [-0.64, 0.42, -0.22], [0.93, -0.12, 0.02], [-0.27, -0.92, -0.25], [0.28, -0.62, 0.32], [0.93, 0.26, -0.42], [1.16, 0.52, 0.47], [0.62, -0.02, -0.59]], "total_energy_ha": -365.36141, "e_homo_ev": -9.2, "molar_mass_g_mol": 107.153, "smiles": "CNC[C@H](C)O.O", "relative_energy_kj_mol": 212.9}

***

Record 2
{"formula": "C34H31BF6O4S", "method": "ωB97M-V/def2-TZVPD", "symbols": ["S", "F", "F", "F", "F", "F", "F", "O", "O", "O", "O", "C", "C", "C", "C", "C", "C", "C", "C", "C", "C", "C", "C", "C", "C", "C", "C", "C", "C", "C", "C", "C", "C", "C", "C", "C", "C", "C", "C", "C", "C", "C", "C", "C", "C", "B", "H", "H", "H", "H", "H", "H", "H", "H", "H", "H", "H", "H", "H", "H", "H", "H", "H", "H", "H", "H", "H", "H", "H", "H", "H", "H", "H", "H", "H", "H", "H"], "coordinates": [[3.914, -3.621, 1.207], [-2.498, -1.465, -3.141], [-0.374, -1.006, -3.483], [-2.308, -5.744, -0.479], [-1.582, 0.286, -2.163], [-1.069, -5.759, 1.342], [-2.982, -4.663, 1.314], [1.874, -0.119, 1.149], [-2.133, -1.100, 6.287], [0.598, 0.937, 11.587], [1.950, -1.962, 2.739], [0.044, -0.772, 5.327], [-2.655, -1.322, 5.024], [0.168, 0.613, 10.340], [3.068, -2.227, 0.610], [3.548, -1.850, -0.621], [5.920, -4.793, -0.412], [-4.036, -1.482, 4.968], [-0.970, -1.844, -1.332], [-0.442, -1.095, 4.059], [0.693, 0.506, 7.981], [-1.075, -0.021, 10.087], [-1.872, -4.974, 0.561], [0.087, -1.361, -0.565], [-3.884, -1.445, 2.551], [-1.167, -3.721, 0.117], [-1.841, -1.244, 3.875], [-0.831, -0.709, 6.408], [3.278, 0.944, 4.415], [-0.042, 0.355, 12.747], [-1.365, -1.022, -2.531], [0.528, -2.073, 0.537], [-0.501, -0.222, 7.722], [-0.090, -3.264, 0.873], [1.017, 0.928, 9.253], [4.603, -2.701, -1.083], [4.799, 0.055, 2.685], [3.366, 0.076, 3.171], [4.927, -3.714, -0.205], [2.982, -1.397, 3.533], [-4.644, -1.572, 3.724], [-1.377, -0.449, 8.809], [-2.515, -1.252, 2.622], [-1.625, -3.023, -0.999], [2.467, 0.745, 2.083], [1.816, -1.524, 1.379], [-1.030, 0.800, 12.916], [-2.463, -3.387, -1.588], [-2.302, -1.006, 8.663], [1.380, 0.727, 7.166], [2.233, 1.055, 4.728], [-1.913, -1.093, 1.728], [3.860, 0.515, 5.237], [3.845, -2.075, 3.424], [0.211, -1.135, 3.206], [3.674, 1.947, 4.204], [0.628, 0.615, 13.567], [-4.365, -1.502, 1.572], [5.420, -5.762, -0.521], [1.651, 1.328, 2.552], [5.124, -2.583, -2.031], [0.294, -3.854, 1.697], [1.931, 1.476, 9.451], [0.573, -0.441, -0.865], [-1.784, -0.189, 10.899], [5.454, -0.311, 3.486], [1.086, -0.524, 5.530], [2.650, -1.458, 4.587], [3.165, -1.024, -1.207], [3.077, 1.459, 1.503], [-4.599, -1.531, 5.898], [-0.134, -0.736, 12.663], [6.622, -4.856, 0.426], [6.484, -4.583, -1.324], [4.887, -0.600, 1.809], [5.113, 1.072, 2.426], [-5.717, -1.745, 3.659]], "forces_ev_per_a": [[0.00, 0.38, -0.86], [0.70, 0.36, 0.33], [-0.95, 0.10, 0.76], [0.22, 0.52, 0.82], [0.10, -0.99, -0.55], [-0.88, 0.49, -0.60], [0.61, -0.42, -0.41], [-0.19, 1.46, 0.33], [1.37, 0.35, -0.91], [-0.24, -0.31, -0.51], [-1.15, 0.20, 1.89], [-0.34, -0.24, -0.37], [0.02, 0.43, 0.37], [-0.44, -0.20, 0.08], [0.26, 0.30, -0.87], [0.56, -0.92, 0.38], [0.20, -0.23, 0.03], [-0.11, -0.22, -0.11], [-0.03, 0.17, -0.17], [-0.41, 0.90, 0.84], [-0.36, -0.35, -0.20], [0.63, 0.20, 0.31], [0.01, -0.35, 0.08], [-0.46, -0.23, -0.43], [0.46, 0.12, -0.25], [-0.09, -0.40, 0.09], [-0.78, -0.04, 0.30], [-1.18, -0.34, -0.23], [0.06, 0.26, 0.15], [0.07, 0.28, -0.39], [0.09, 0.30, -0.30], [0.49, 0.40, 1.26], [0.21, 0.20, 1.18], [-0.44, -0.20, -0.46], [-0.39, -0.22, 0.47], [0.25, -0.52, 0.50], [0.39, 0.02, -0.10], [-0.22, -0.18, -0.08], [-0.66, 0.96, -0.41], [-0.55, -0.28, -0.57], [0.18, -0.15, 0.29], [0.10, -0.01, -0.27], [0.19, -0.27, 0.05], [0.00, 0.03, 0.07], [-0.30, -0.49, -0.30], [1.33, -1.13, -1.61], [0.20, -0.06, -0.05], [0.17, 0.03, 0.10], [0.22, 0.23, -0.08], [-0.13, 0.03, 0.17], [0.13, 0.07, 0.05], [-0.13, -0.24, 0.08], [-0.03, 0.06, -0.02], [0.06, 0.50, 0.21], [0.43, -0.08, -0.17], [-0.12, -0.12, 0.12], [-0.20, -0.10, -0.06], [0.15, 0.09, 0.38], [0.19, 0.05, 0.01], [0.26, -0.07, 0.17], [-0.08, -0.02, 0.10], [-0.09, 0.05, 0.05], [-0.05, -0.09, -0.04], [0.01, 0.00, 0.20], [0.30, -0.05, -0.26], [0.01, -0.02, -0.23], [-0.41, -0.25, -0.37], [0.17, 0.01, -0.29], [-0.07, 0.03, 0.20], [-0.03, -0.02, 0.38], [0.09, 0.01, -0.24], [0.09, 0.26, -0.11], [0.00, -0.10, -0.11], [0.02, -0.13, 0.08], [0.12, 0.19, 0.15], [0.12, -0.11, -0.08], [0.26, 0.13, 0.04]], "total_energy_ha": -2637.43851, "e_homo_ev": -6.8, "molar_mass_g_mol": 660.485, "relative_energy_kj_mol": 0.0}

***

Record 3
{"formula": "C2H5CuO2", "method": "ωB97M-V/def2-TZVPD", "symbols": ["Cu", "O", "O", "C", "C", "H", "H", "H", "H", "H"], "coordinates": [[0.698, -0.020, -1.276], [-1.267, -0.760, -0.915], [1.173, 0.551, 0.657], [0.687, 0.599, 1.794], [-0.715, 0.400, 2.046], [1.309, 0.953, 2.637], [-1.636, -0.599, 0.087], [-1.976, -0.793, -1.567], [-1.023, 0.214, 3.077], [-1.395, 1.006, 1.441]], "forces_ev_per_a": [[-0.44, -0.06, 0.64], [-0.38, 0.66, 3.25], [0.15, 0.01, 0.42], [0.12, 0.38, -1.02], [-0.16, 0.93, 1.01], [0.06, -0.51, -0.17], [1.00, -0.68, -3.98], [-0.33, 0.01, 0.38], [-0.03, -0.19, -0.40], [0.01, -0.55, -0.14]], "total_energy_ha": -1869.81009, "spin_multiplicity": 2, "s2": 0.759, "e_homo_ev": [-14.5, -14.4], "total_charge": 1, "molar_mass_g_mol": 124.606, "relative_energy_kj_mol": 0.0}

***

Record 4
{"formula": "C6H15NO", "method": "ωB97M-V/def2-TZVPD", "symbols": ["O", "N", "C", "C", "C", "C", "C", "C", "H", "H", "H", "H", "H", "H", "H", "H", "H", "H", "H", "H", "H", "H", "H"], "coordinates": [[0.304, -1.239, 0.980], [-0.934, -0.823, 0.792], [-1.109, -0.183, -0.618], [-1.878, -1.965, 0.889], [1.886, 2.078, -0.202], [1.924, 0.826, -0.632], [2.332, 0.438, -2.017], [-1.304, 0.197, 1.804], [-1.225, -0.250, 2.794], [-0.871, -0.964, -1.336], [-0.520, 0.719, -0.759], [3.235, -0.174, -1.974], [1.563, 2.330, 0.796], [-2.314, 0.569, 1.639], [1.712, 0.001, 0.048], [-2.917, -1.639, 0.755], [2.537, 1.314, -2.638], [-2.148, 0.130, -0.713], [2.129, 2.913, -0.847], [-1.766, -2.428, 1.862], [-1.605, -2.696, 0.133], [1.554, -0.163, -2.492], [-0.583, 1.008, 1.736]], "forces_ev_per_a": [[1.18, -0.57, 0.27], [-1.01, 1.04, -1.26], [-0.73, -0.43, 0.81], [-0.53, -0.16, -0.20], [-0.23, 0.10, -0.08], [0.60, -0.03, 0.07], [0.06, 0.12, 0.03], [-0.03, 0.28, 0.31], [0.03, -0.11, -0.15], [0.12, 0.14, 0.07], [0.43, -0.34, 0.40], [-0.01, -0.07, -0.09], [0.10, -0.04, 0.25], [-0.04, -0.01, -0.04], [-0.21, 0.18, -0.07], [0.22, -0.01, -0.04], [-0.04, -0.07, 0.00], [-0.19, -0.23, -0.09], [0.00, 0.06, -0.13], [0.18, 0.10, 0.17], [0.05, 0.11, -0.05], [0.02, -0.03, -0.06], [0.02, -0.03, -0.11]], "total_energy_ha": -367.47540, "e_homo_ev": -8.5, "molar_mass_g_mol": 117.192, "smiles": "C[N+](C)(C)[O-].C=CC", "relative_energy_kj_mol": 409.3}